Formula: C21H34N2O5PTl
Source: the OMol25 dataset
Level of theory: wB97M-V/def2-TZVPD

Element x y z (Å)
1 Tl -0.97380 1.40793 0.81843
2 P 1.87432 1.37092 -1.94045
3 O 1.14676 0.74783 1.76275
4 O -2.11427 -3.04041 -0.74020
5 O -0.63765 -0.93838 -0.21679
6 O -2.45256 1.27260 3.02066
7 O 2.30837 -0.79538 2.88309
8 N -3.57675 -0.71274 -1.47971
9 N -1.16353 -0.93970 2.09632
10 C 4.36880 2.26022 -3.26373
11 C 3.79629 -0.86172 -2.27320
12 C -3.00200 0.13927 3.24777
13 C -4.81134 -1.25347 4.15051
14 C 3.75136 0.42030 -0.12279
15 C -2.06321 -2.01865 -0.03256
16 C 1.24932 -0.26744 2.52270
17 C -2.99543 -2.30978 3.01297
18 C 3.02822 2.67333 -2.66299
19 C 0.31802 -0.61613 -3.08215
20 C -2.40654 -1.08479 2.78684
21 C 2.92405 -0.04062 -1.31978
22 C 1.74817 0.59008 -4.78343
23 C 3.24279 3.76809 -1.61701
24 C 0.02080 -2.93788 1.05832
25 C 1.00057 0.70197 -3.45655
26 C -3.27496 -1.08831 -0.09229
27 C -0.93730 -1.76235 0.90761
28 C -4.22903 -0.01403 3.94470
29 C -0.07716 -0.82375 3.07786
30 C -4.21239 -2.41572 3.68801
31 H -0.18768 -0.57190 -2.11501
32 H -4.71376 0.89208 4.29386
33 H -0.54850 -3.86986 1.02805
34 H 4.18531 -1.72815 -1.73133
35 H 0.20516 1.44650 -3.59883
36 H -0.41811 -0.88825 -3.84447
37 H 4.85767 3.12314 -3.73009
38 H -2.50713 -3.19842 2.62602
39 H 2.14243 -0.70871 -0.93379
40 H 1.06673 0.23719 -5.56362
41 H 4.26589 1.47979 -4.01607
42 H 2.41661 3.10564 -3.46791
43 H 4.54267 1.11165 -0.43626
44 H 5.03621 1.89063 -2.48482
45 H 4.23084 -0.44079 0.34816
46 H 3.12054 0.87826 0.63526
47 H 0.61778 -2.89363 1.96639
48 H 3.82470 3.38971 -0.77547
49 H 4.65312 -0.29873 -2.64090
50 H 2.15142 1.55197 -5.10824
51 H -2.79022 -0.14275 -1.78792
52 H -0.42887 -0.09368 3.81354
53 H 0.69387 -2.94178 0.20258
54 H -4.12314 -1.64517 0.31661
55 H 0.11314 -1.76792 3.60485
56 H -3.48152 -1.57756 -2.01111
57 H 3.24234 -1.23792 -3.13282
58 H -3.16639 -0.18853 0.51036
59 H -5.76203 -1.31088 4.67635
60 H 3.78529 4.61581 -2.04869
61 H 2.29230 4.12093 -1.21889
62 H -4.67780 -3.38318 3.83819
63 H 2.57594 -0.11662 -4.72863
64 H 1.04173 -1.43027 -3.02095

The HOMO energy comes out at -1.18 eV. The net charge is -2. Its spin multiplicity is 1. For the energy above the lowest of the compared OMol25 structures with the same formula, charge and spin, the calculation gives 18.6 kcal/mol.